# 1
The following is a quantum chemistry calculation of a 2-piece molecular cluster, C5H12O2 overall, from OMol25.

Last column: Mulliken spin population.
Positions of all 19 atoms, in Å:
1 H 0.654 -1.644 0.877  -0.051
2 C -0.082 0.472 1.125  0.279
3 H 2.185 1.319 -0.171  -0.058
4 H -0.403 2.714 -1.541  -0.033
5 H -1.005 0.951 1.581  0.084
6 H -0.567 0.274 -0.904  0.368
7 C -0.678 2.240 -0.562  0.031
8 H -1.772 2.191 -0.715  -0.065
9 C 0.091 0.884 -0.356  -0.050
10 H 1.574 1.801 -1.606  -0.010
11 H -0.667 -1.911 -2.950  -0.338
12 H 0.888 0.933 1.577  -0.020
13 H 1.901 0.088 -1.124  -0.075
14 C 1.457 1.033 -0.827  0.008
15 H -0.531 2.996 0.236  -0.031
16 H -0.619 -1.928 -1.380  -0.041
17 O -0.052 -2.173 -2.168  0.684
18 O -0.710 -1.511 2.314  -0.143
19 C -0.045 -1.014 1.445  0.462

Results
HOMO-LUMO gap (alpha / beta) ... 0.1121 / 0.3315 Ha
Expectation value of S² ... 0.75
Spin multiplicity ... 2
Total charge ... -1
LUMO (alpha / beta) ... 3.8 / 3.6 eV
HOMO energy (alpha / beta) ... 0.73 / -5.39 eV

=====

# 2
The following is a quantum chemistry calculation of one molecule with the formula C6H7NO, from OMol25.

Last column: Mulliken charge in e.
Positions of all 15 atoms, in Å:
1 H -2.190 2.514 -0.666  0.395
2 C 2.171 -0.151 0.674  -1.144
3 H 2.944 -0.738 1.111  0.271
4 C -2.072 0.388 -1.119  -0.371
5 H -0.134 -2.372 0.297  0.270
6 C -0.381 1.353 -0.053  -0.299
7 H -2.960 0.082 -1.632  0.429
8 H 1.335 -2.552 1.081  0.219
9 O -1.146 -0.562 -0.892  -0.321
10 H 0.255 2.096 0.383  0.355
11 C -1.670 1.579 -0.607  -0.545
12 C -0.054 0.061 -0.375  0.336
13 H 2.385 0.895 0.464  0.213
14 C 0.952 -0.663 0.458  0.722
15 N 0.564 -1.929 0.877  -0.530

Results
HOMO-LUMO gap ... 0.3236 Ha
Total charge ... 0
SMILES ... C=C(N)c1ccco1
LUMO ... 1.0 eV
HOMO energy ... -7.81 eV

=====

# 3
The following is a quantum chemistry calculation of one molecule with the formula C4H7NO, from OMol25.

Last column: Mulliken charge in e.
Positions of all 13 atoms, in Å:
1 H -2.550 0.451 0.483  0.225
2 O -0.622 -0.091 0.149  -0.275
3 C 1.765 0.545 -0.126  0.670
4 H -2.360 -0.984 -0.557  0.344
5 C 0.011 -0.661 -0.958  -0.265
6 H -2.062 -1.116 1.200  0.235
7 N 1.379 -0.194 -1.028  -0.529
8 H 0.018 -1.762 -0.899  0.358
9 C 2.194 1.332 0.827  -0.891
10 H 2.636 0.913 1.724  0.240
11 C -1.966 -0.462 0.324  -0.714
12 H 2.061 2.405 0.751  0.239
13 H -0.504 -0.376 -1.889  0.363

Results
HOMO-LUMO gap ... 0.3662 Ha
Total charge ... 0
SMILES ... C=C=NCOC
LUMO ... 1.0 eV
HOMO energy ... -8.97 eV

=====

# 4
The following is a quantum chemistry calculation of C15H25Cl3ORuSi as an isolated structure, from OMol25.

Last column: Mulliken spin population.
Positions of all 46 atoms, in Å:
1 Ru -0.524 -0.255 -0.064  2.849
2 C 0.707 -2.580 -3.020  -0.015
3 H 1.669 -2.923 -2.626  0.003
4 H -1.570 -1.959 3.924  0.001
5 H 3.164 -1.283 -1.949  0.002
6 H 2.191 2.358 -1.276  0.006
7 H -2.763 1.375 -1.738  -0.002
8 Si -0.127 0.045 3.707  -0.028
9 H -1.696 -0.930 5.370  0.000
10 H -0.977 2.314 4.311  -0.001
11 C 0.156 1.298 1.011  0.205
12 H 0.578 3.111 -1.552  0.000
13 H -1.946 2.086 -3.154  -0.001
14 H 3.143 -0.377 -3.472  0.014
15 H 1.402 -1.916 3.735  0.004
16 H 2.317 -0.406 3.823  0.001
17 H 0.794 2.305 4.225  -0.001
18 Cl -2.290 -3.358 -1.052  0.006
19 H -2.283 -2.299 -2.166  0.002
20 C 0.405 -1.213 -2.555  0.094
21 H 1.506 -1.028 5.264  0.000
22 H 3.347 0.480 -1.938  0.002
23 C -0.081 1.730 4.558  0.008
24 H -2.111 -1.612 -3.880  -0.001
25 H 0.761 -2.621 -4.116  0.018
26 O 0.642 2.505 1.209  -0.045
27 H 1.612 2.683 -2.908  0.013
28 C 2.828 -0.352 -2.421  0.004
29 C 1.289 2.352 -1.906  -0.020
30 C -1.628 -0.918 4.272  0.008
31 H -1.557 2.653 -1.523  0.009
32 H -0.028 1.628 5.652  0.000
33 Cl -2.736 -0.132 0.418  0.233
34 C 1.412 -0.914 4.176  0.011
35 C -2.150 -1.292 -2.836  0.023
36 C -1.817 1.770 -2.111  -0.015
37 C -0.193 0.321 1.836  0.046
38 C -0.907 -0.657 -2.407  0.024
39 C 1.360 -0.195 -2.300  0.146
40 Cl 0.854 -2.048 0.522  0.187
41 H -2.550 -0.479 3.870  0.003
42 H 0.971 2.936 0.386  0.005
43 C 0.677 1.007 -1.993  0.175
44 H -0.074 -3.274 -2.693  0.006
45 H -3.019 -0.671 -2.639  -0.001
46 C -0.759 0.734 -1.975  0.023

Results
HOMO-LUMO gap (alpha / beta) ... 0.1633 / 0.1784 Ha
Expectation value of S² ... 6.04
Spin multiplicity ... 5
Total charge ... -2
LUMO (alpha / beta) ... 5.0 / 4.9 eV
HOMO energy (alpha / beta) ... 0.51 / 0.06 eV

=====

# 5
The following is a quantum chemistry calculation of one molecule with the formula C4H6FNOS, from OMol25.

Last column: Mulliken charge in e.
Positions of all 14 atoms, in Å:
1 N 1.944 1.192 -0.403  -0.376
2 C 0.131 -0.428 -0.617  -0.028
3 C 0.711 -1.557 -0.244  -0.147
4 H -3.096 0.323 0.690  0.356
5 H 0.301 -2.545 -0.239  0.431
6 C -2.109 -0.065 0.685  -0.788
7 S -1.609 -0.519 -0.984  -0.085
8 H 2.665 0.541 -0.674  0.193
9 O -0.197 1.857 -0.260  -0.587
10 H -2.148 -0.965 1.359  0.253
11 H 2.252 2.103 -0.099  0.256
12 C 0.611 0.967 -0.367  0.518
13 H -1.480 0.710 1.131  0.255
14 F 2.025 -1.614 0.022  -0.250

Results
HOMO-LUMO gap ... 0.3496 Ha
Total charge ... 0
SMILES ... CS/C(=C/F)C(N)=O
LUMO ... 0.7 eV
HOMO energy ... -8.84 eV

=====

Listing energy for the structures above in their given order: -9472.3977; -9871.5098; -7796.8518; -66034.3077; -21334.9937 eV.
Listing ΔE to the lowest compared entry with this formula, charge and spin for the structures above in their given order: 26.9; 26.5; 64.4; 0.0; 21.0 kcal/mol.